Formula: CH12NO4
Source: the OMol25 dataset
Level of theory: ωB97M-V with the def2-TZVPD basis set

Properties
M in g mol⁻¹: 102.11
Spin multiplicity: 1
LUMO level in eV: -4.4
Orbital gap in eV: 9.481
Largest force on an atom in eV Å⁻¹: 2.38
HOMO energy in eV: -13.9242
Net charge: +1
ΔE to the lowest compared entry with this formula, charge and spin in kcal/mol: 22.2

The geometry in XYZ format:
```
18
Properties=species:S:1:pos:R:3:forces:R:3:mulliken_charge:R:1
C -0.62245 -2.19526 -0.47707 0.112 -0.851 2.224 -0.105
N -0.99577 -1.12706 -1.04506 -0.773 -1.207 -0.461 -0.034
H -0.73777 -3.22023 -0.82133 -0.488 0.445 -1.094 0.309
H -0.22608 -2.25808 0.55136 0.265 1.036 -0.671 0.283
H -0.86480 -0.19890 -0.64023 0.338 0.116 0.248 0.261
H -1.56999 -1.25311 -1.87789 0.457 0.767 -0.523 0.289
H -2.34454 0.36892 -4.27473 -0.629 0.130 0.103 0.322
H -0.92752 0.05898 -4.50338 0.526 -0.150 -0.004 0.313
O -1.60033 -0.03040 -3.82662 0.079 -0.101 0.090 -0.624
H 2.04021 -1.91110 2.14756 -0.483 -0.366 -0.346 0.313
H 2.12184 -2.68471 0.82918 -0.111 0.012 0.259 0.329
O 1.47984 -2.31683 1.45633 0.969 0.305 0.278 -0.639
H 1.29241 0.66412 0.72752 0.969 -0.200 0.516 0.312
H 0.08928 1.55260 1.07100 -0.072 0.658 0.727 0.326
O 0.45735 0.97165 0.42133 -1.133 -0.526 -1.317 -0.662
H 1.07036 4.24648 4.05638 0.542 -0.549 0.450 0.320
H 0.35875 5.03464 3.10061 -0.125 0.177 -0.729 0.322
O 0.97921 4.29827 3.10505 -0.444 0.304 0.248 -0.636
```
Positions in Å, forces in eV/Å.

---

Formula: CH3N5O
Source: the OMol25 dataset
Level of theory: ωB97M-V with the def2-TZVPD basis set

Properties
M in g mol⁻¹: 101.07
Spin multiplicity: 1
LUMO level in eV: 0.1
Orbital gap in eV: 9.964
Largest force on an atom in eV Å⁻¹: 7.73
HOMO energy in eV: -9.8357
SMILES: [H]/N=c1/onnn1N
ΔE to the lowest compared entry with this formula, charge and spin in kcal/mol: 88.2

The geometry in XYZ format:
```
10
Properties=species:S:1:pos:R:3:forces:R:3:mulliken_charge:R:1
H -0.62079 -2.67711 -0.24949 2.117 3.995 -2.133 0.306
N 0.05643 -1.85805 -0.78174 -1.901 -7.421 1.048 -0.532
C 0.14331 -0.70655 -0.47062 1.805 2.674 -0.306 0.336
O 1.27684 0.06880 -0.84140 -1.312 1.449 0.800 -0.238
N 1.15588 1.36188 -0.12727 -3.545 -2.494 1.883 -0.039
N 0.02689 1.29302 0.54618 4.676 1.728 -4.109 -0.263
N -0.67351 0.20951 0.12834 -1.181 1.741 3.821 0.492
N -1.50763 -0.10967 1.18182 -6.270 -1.290 -1.270 -0.585
H -2.70332 0.13732 1.05160 5.377 -0.759 0.422 0.285
H -1.15686 -0.04816 2.12156 0.235 0.378 -0.157 0.238
```
Positions in Å, forces in eV/Å.

---

Formula: C4H13BrF3GaNO2P
Source: the OMol25 dataset
Level of theory: ωB97M-V with the def2-TZVPD basis set

Properties
M in g mol⁻¹: 344.75
Spin multiplicity: 1
LUMO level in eV: -1.9
Orbital gap in eV: 4.428
Largest force on an atom in eV Å⁻¹: 0.98
HOMO energy in eV: -6.3001

The geometry in XYZ format:
```
26
Properties=species:S:1:pos:R:3:forces:R:3:mulliken_charge:R:1
O 1.09606 -3.60360 -0.62656 -0.237 0.000 0.446 -0.494
P 1.96754 -3.18711 0.72720 0.681 -0.533 -0.208 0.100
Br 0.38886 -2.79440 2.35694 -0.204 0.108 -0.081 -0.314
Ga 2.93830 -1.05521 0.26450 -0.015 0.471 0.224 0.326
C 1.52605 0.25204 -0.49067 0.250 -0.099 0.151 -0.895
C 0.54443 0.54596 0.61830 0.864 0.286 -0.372 -0.559
O -0.80561 0.61449 0.10139 -0.317 0.757 -0.104 -0.470
C -1.80116 -0.01031 0.85693 -0.229 -0.285 -0.118 -0.699
C -2.42507 -1.16671 0.06068 0.115 -0.392 -0.281 0.925
F -2.71563 -2.23232 0.82902 -0.019 0.602 -0.327 -0.251
F -3.58188 -0.75835 -0.52856 0.224 -0.184 0.087 -0.295
F -1.61320 -1.58573 -0.93782 -0.338 0.070 0.450 -0.256
H 0.47126 -2.91820 -0.87218 -0.088 0.222 -0.281 0.334
H 4.19884 -1.21562 -0.68449 -0.096 -0.133 -0.076 -0.327
H 3.30186 -0.47499 1.71998 -0.030 -0.010 -0.064 -0.234
H 1.02206 -0.14614 -1.36458 -0.120 -0.211 -0.173 0.385
H 2.08136 1.14188 -0.78043 0.021 0.258 -0.216 0.380
H 0.78852 1.51846 1.04603 -0.064 0.216 0.323 0.248
H 0.63698 -0.17181 1.42363 -0.544 -0.299 0.130 0.364
H -1.44664 -0.40169 1.80181 0.329 -0.166 0.125 0.337
H -2.60266 0.68766 1.06672 -0.290 0.173 0.070 0.324
N -0.79486 3.39885 -1.31957 0.062 -0.156 0.073 -0.373
H -0.03036 3.45880 -1.99371 0.046 -0.081 0.020 0.417
H -1.68900 3.46473 -1.80498 -0.009 -0.029 -0.014 0.403
H -0.74164 2.48494 -0.82976 -0.016 -0.587 0.201 0.219
H -0.71442 4.15438 -0.63987 0.023 -0.001 0.015 0.405
```
Positions in Å, forces in eV/Å.

---

Formula: C4H13N2O
Source: the OMol25 dataset
Level of theory: ωB97M-V with the def2-TZVPD basis set

Properties
M in g mol⁻¹: 105.16
Spin multiplicity: 1
LUMO level in eV: -3.1
Orbital gap in eV: 11.636
Largest force on an atom in eV Å⁻¹: 1.14
HOMO energy in eV: -14.7616
Net charge: +1
ΔE to the lowest compared entry with this formula, charge and spin in kcal/mol: 20.2

The geometry in XYZ format:
```
20
Properties=species:S:1:pos:R:3:forces:R:3:mulliken_charge:R:1
C -1.45429 -2.45407 -0.61729 -0.063 -0.304 -0.295 -1.170
C -1.03706 -1.13190 -1.26141 -0.049 0.428 0.848 -0.335
C -0.80528 -0.02715 -0.21873 -0.340 0.646 0.177 -0.555
N 1.89554 0.88399 0.76898 -0.309 -1.042 -0.117 -0.216
C 1.23480 -0.18532 1.16856 0.373 0.448 0.983 0.088
N 0.00032 -0.50270 0.90609 0.319 0.011 0.019 -0.089
H -0.60978 -3.09106 -0.35142 0.095 0.113 -0.074 0.315
H -2.05124 -3.00676 -1.33967 -0.027 -0.176 0.127 0.353
H -2.05399 -2.34998 0.29038 -0.156 0.225 -0.128 0.332
H -0.11830 -1.24733 -1.83130 0.011 -0.113 -0.160 0.295
H -1.81271 -0.76500 -1.93481 0.071 -0.037 -0.022 0.326
H -0.31444 0.84534 -0.64700 0.112 -0.078 -0.109 0.202
H -1.71801 0.37655 0.23064 -0.158 -0.319 -0.290 0.345
H 2.87523 0.84958 0.99585 0.064 0.663 -0.115 0.248
H 1.44516 1.70622 0.37587 0.252 0.184 -0.097 0.217
H 1.77903 -0.79769 1.89396 -0.287 -0.080 -0.281 0.364
H -0.43173 -1.13420 1.56552 0.047 -0.377 -0.339 0.314
H 1.31040 3.90028 -0.69522 -0.187 -0.558 -0.294 0.334
H 0.98020 4.49381 0.56534 -0.343 -0.064 0.835 0.312
O 0.88614 3.63740 0.13564 0.576 0.430 -0.668 -0.679
```
Positions in Å, forces in eV/Å.

---

Formula: C4H8O2
Source: the OMol25 dataset
Level of theory: ωB97M-V with the def2-TZVPD basis set

Properties
M in g mol⁻¹: 88.11
Spin multiplicity: 1
LUMO level (alpha / beta) in eV: -1.1 / -1.1
Orbital gap (alpha / beta) in eV: 7.434 / 7.425
Largest force on an atom in eV Å⁻¹: 0.35
HOMO energy (alpha / beta) in eV: -8.5363 / -8.5302
ΔE to the lowest compared entry with this formula, charge and spin in kcal/mol: 107.9

The geometry in XYZ format:
```
14
Properties=species:S:1:pos:R:3:forces:R:3:mulliken_charge:R:1
C 2.11258 0.29072 -0.49454 0.182 0.095 -0.219 -0.659
O 1.20946 -0.33308 0.40009 -0.014 -0.070 0.062 -0.376
C -0.81621 -0.05341 -0.18358 -0.198 -0.096 -0.005 0.186
C -1.99147 -0.90478 0.04194 0.166 -0.102 0.025 -1.137
C 0.03440 0.56494 0.82583 -0.336 -0.081 0.045 0.279
O 0.06834 1.82497 0.57463 0.070 0.015 0.071 -0.712
H 3.11178 0.27858 -0.04476 -0.146 0.007 -0.062 0.242
H 2.15004 -0.25728 -1.44454 -0.012 0.077 0.147 0.214
H 1.81120 1.33137 -0.66249 0.082 -0.132 0.000 0.338
H -0.58214 0.28624 -1.19062 0.029 -0.018 0.126 0.337
H -2.19806 -1.57639 -0.79537 0.026 0.130 0.094 0.332
H -1.91944 -1.45352 0.98527 -0.008 0.113 -0.120 0.341
H -2.84879 -0.21668 0.12491 0.107 -0.017 -0.020 0.324
H -0.14168 0.21832 1.86322 0.051 0.079 -0.145 0.292
```
Positions in Å, forces in eV/Å.

---

Formula: C41H72BN10O4SiSr
Source: the OMol25 dataset
Level of theory: ωB97M-V with the def2-TZVPD basis set

Properties
M in g mol⁻¹: 895.61
Spin multiplicity: 1
LUMO level in eV: 2.4
Orbital gap in eV: 8.593
Largest force on an atom in eV Å⁻¹: 0.57
HOMO energy in eV: -6.1663
Net charge: -1
ΔE to the lowest compared entry with this formula, charge and spin in kcal/mol: 0.0

The geometry in XYZ format:
```
130
Properties=species:S:1:pos:R:3:forces:R:3:mulliken_charge:R:1
Sr -1.36324 0.12396 -1.54903 -0.152 0.504 0.207 1.849
C 7.10643 -2.08011 -0.86374 0.013 -0.003 -0.009 -1.748
C 5.66014 -2.46266 -0.56926 -0.008 0.002 -0.012 1.090
C 5.08131 -3.33001 -1.68598 -0.013 -0.006 -0.001 -1.233
C 4.80173 -1.24782 -0.33570 0.020 0.005 -0.072 -0.504
C 5.18474 0.09202 -0.14787 0.003 -0.015 0.047 -0.920
C 3.99926 0.78348 0.03331 -0.020 0.042 -0.042 -0.363
C 3.81324 2.27639 0.05559 0.009 0.004 -0.026 2.793
C 5.02687 2.97909 0.65948 0.012 -0.023 -0.001 -2.038
C 3.55799 2.77707 -1.37248 -0.021 0.017 -0.002 -1.514
N 2.99671 -0.12682 -0.01906 0.009 0.053 -0.008 0.970
N 3.48574 -1.36418 -0.27923 0.006 0.022 0.104 -0.173
B 1.45757 -0.03912 -0.00423 -0.145 -0.086 -0.121 -0.609
N 0.87069 1.34207 0.37726 0.030 0.095 -0.089 1.436
N 0.39707 2.11653 -0.64494 0.062 -0.054 0.092 -0.637
C 0.10864 3.29744 -0.12111 -0.035 -0.004 0.031 0.050
C 0.37342 3.29938 1.26175 -0.050 -0.005 -0.009 -0.423
C 0.84505 2.03089 1.53751 -0.027 -0.057 0.019 -0.191
C 1.26744 1.43547 2.84677 0.028 0.014 -0.008 2.886
C 0.03330 0.99953 3.63860 -0.017 -0.021 -0.014 -1.352
C 2.13191 2.41010 3.64488 -0.012 0.000 0.007 -1.812
C -0.39390 4.41587 -0.98790 0.018 0.001 -0.009 0.395
C 0.39531 5.69719 -0.71843 0.007 0.013 -0.007 -1.530
C -1.89205 4.65697 -0.80443 0.014 0.018 0.012 -1.007
N 0.79331 -1.14268 0.86121 0.051 0.035 0.065 0.442
N -0.51238 -1.29194 0.52755 -0.059 -0.147 -0.107 0.811
C -1.03755 -2.17643 1.35970 -0.039 0.031 -0.026 -1.075
C -0.06166 -2.60852 2.26793 0.012 -0.051 0.002 -0.959
C 1.09349 -1.92626 1.91849 0.024 0.017 -0.002 0.159
C 2.45358 -2.06470 2.54782 -0.009 0.006 -0.002 1.561
C 2.37667 -1.94014 4.07058 0.026 -0.007 0.004 -1.544
C 3.06966 -3.41184 2.16015 0.003 -0.023 -0.012 -1.789
C -2.46663 -2.60264 1.19211 -0.001 -0.002 0.012 2.387
C -2.57005 -3.74425 0.17624 0.009 0.028 0.000 -1.430
C -3.10255 -2.97283 2.52726 0.009 -0.016 -0.010 -2.011
H 7.71676 -2.97331 -1.01137 -0.001 0.001 0.000 0.451
H 7.16784 -1.47467 -1.77166 -0.006 -0.001 0.003 0.361
H 7.54343 -1.50427 -0.04630 -0.003 -0.003 0.000 0.337
H 5.64850 -3.05794 0.35143 0.006 0.002 0.010 -0.040
H 5.07601 -2.77732 -2.62966 0.008 -0.002 0.005 0.191
H 5.67510 -4.23719 -1.82200 0.001 0.004 0.002 0.417
H 4.05353 -3.61295 -1.46114 0.004 0.001 -0.004 0.258
H 6.17675 0.51041 -0.16382 0.002 -0.010 0.000 0.411
H 2.94219 2.53670 0.65374 0.023 -0.021 0.012 -0.929
H 5.91460 2.82716 0.04094 0.001 0.008 0.002 0.416
H 4.84699 4.05426 0.72316 -0.007 -0.010 -0.011 0.385
H 5.24810 2.60706 1.66121 -0.004 -0.001 0.016 0.444
H 4.42881 2.57837 -2.00293 0.007 -0.009 0.004 0.429
H 2.68631 2.28963 -1.81000 0.029 0.003 -0.004 0.184
H 3.37187 3.85445 -1.37022 0.010 -0.003 0.001 0.291
H 1.07834 -0.23000 -1.14026 0.076 -0.009 -0.020 -0.391
H 0.23202 4.10637 1.96283 0.004 0.000 0.000 0.191
H 1.87336 0.55398 2.62629 0.010 0.016 0.008 -1.226
H -0.61943 1.85754 3.82100 0.012 0.004 0.004 0.308
H -0.55408 0.26137 3.09239 0.003 0.012 0.010 -0.059
H 0.32053 0.57888 4.60536 0.008 -0.009 0.003 0.477
H 1.56922 3.31080 3.90153 -0.004 -0.004 -0.004 0.362
H 2.46233 1.94673 4.57730 -0.002 -0.001 -0.006 0.412
H 3.01473 2.71169 3.07830 0.011 0.017 0.009 0.297
H -0.21352 4.10497 -2.02082 -0.018 -0.007 -0.001 0.338
H 0.22981 6.04641 0.30408 -0.001 -0.011 0.000 0.270
H 1.46700 5.53669 -0.84809 -0.007 -0.001 -0.002 0.283
H 0.07941 6.49288 -1.39642 0.002 -0.001 -0.001 0.448
H -2.11571 4.90132 0.23684 -0.005 -0.008 -0.003 0.141
H -2.22405 5.49124 -1.42750 -0.005 -0.007 0.001 0.513
H -2.46825 3.77576 -1.08512 0.002 -0.005 0.008 0.005
H -0.17254 -3.32103 3.06891 -0.006 0.003 -0.003 0.399
H 3.10135 -1.27405 2.16809 0.009 0.000 -0.013 -0.449
H 1.71410 -2.69988 4.49042 0.006 -0.005 -0.003 0.272
H 3.36837 -2.07900 4.50840 -0.010 0.004 0.000 0.437
H 1.99996 -0.96496 4.37890 -0.017 0.011 -0.010 0.196
H 2.47353 -4.23096 2.57085 0.001 0.006 -0.002 0.353
H 3.10476 -3.51463 1.07609 0.004 0.008 0.023 0.301
H 4.08576 -3.49751 2.55481 0.003 0.003 0.001 0.403
H -2.99554 -1.73527 0.78741 -0.020 0.019 0.012 -1.089
H -2.00711 -4.61629 0.52067 0.000 -0.003 0.003 0.333
H -3.61197 -4.04401 0.03593 0.004 0.004 0.005 0.427
H -2.17451 -3.43435 -0.79294 0.000 -0.010 -0.003 0.117
H -2.60207 -3.83963 2.96932 -0.001 0.010 0.002 0.423
H -3.03997 -2.13625 3.22331 -0.007 0.005 0.012 0.344
H -4.15399 -3.23627 2.38853 0.002 0.009 0.004 0.440
C 1.24509 -2.45329 -2.94303 -0.020 -0.033 0.045 -0.369
N 1.33557 -1.45802 -4.01084 0.036 0.062 -0.073 0.532
C 2.35115 -1.62294 -5.03468 0.014 0.006 0.047 -1.088
C 0.69758 -0.30892 -3.92026 -0.013 -0.001 0.018 0.550
N 0.13266 0.70276 -3.85801 0.081 -0.063 0.016 -0.579
H 1.43438 -3.42989 -3.39208 -0.015 -0.007 0.001 0.561
H 0.23068 -2.45079 -2.54419 -0.012 0.004 -0.006 -0.108
H 1.97163 -2.26678 -2.14724 0.012 0.012 -0.039 -0.208
H 2.15351 -2.53612 -5.60139 0.016 0.006 0.010 0.328
H 3.34755 -1.68542 -4.58806 0.004 0.003 -0.003 0.217
H 2.32286 -0.77459 -5.71460 0.001 -0.007 -0.009 0.404
C -1.40593 -2.80826 -5.51480 -0.012 -0.030 -0.001 -1.060
Si -2.63398 -2.34262 -4.14856 0.151 0.042 0.013 0.008
C -3.96960 -1.28002 -4.94440 0.000 0.032 -0.003 -1.093
C -3.45882 -3.94734 -3.59788 -0.003 -0.016 0.030 -1.126
O -1.88698 -1.59588 -2.94672 -0.172 -0.357 -0.054 -0.889
H -1.88053 -3.33675 -6.34703 -0.015 0.002 0.018 0.481
H -0.62499 -3.45797 -5.10603 -0.004 0.006 -0.029 0.222
H -0.92010 -1.91387 -5.91562 -0.014 -0.002 0.012 0.236
H -4.47334 -1.79832 -5.76575 0.002 -0.001 0.003 0.349
H -3.53333 -0.35827 -5.33893 -0.009 -0.004 0.000 0.254
H -4.72459 -0.99421 -4.20708 0.004 -0.004 -0.004 0.282
H -3.94851 -4.46411 -4.42852 0.004 0.006 -0.003 0.409
H -4.21399 -3.74499 -2.83317 0.006 -0.008 -0.004 0.242
H -2.72322 -4.62845 -3.16044 -0.010 -0.004 -0.003 0.320
C -3.37888 3.77802 2.72229 -0.002 0.000 -0.002 -0.942
C -4.38728 2.73304 3.18381 0.011 -0.003 0.013 -1.745
C -4.78969 1.75266 2.07134 0.013 0.012 0.002 2.863
C -5.78883 0.71782 2.62731 0.002 0.010 -0.003 -1.403
C -6.21192 -0.33251 1.60683 0.000 -0.001 -0.007 -0.960
C -5.49261 2.52656 0.97447 -0.051 -0.081 -0.037 -0.210
O -6.46883 3.22109 1.17912 0.010 0.043 0.014 -0.697
N -4.98626 2.37270 -0.28590 -0.028 0.036 0.057 0.256
C -3.86800 1.60743 -0.62108 0.082 -0.035 -0.078 -0.363
O -3.54756 1.57099 -1.82043 0.009 0.083 -0.006 -0.883
N -3.16297 0.95805 0.30939 0.062 -0.043 0.004 2.011
C -3.53339 0.98890 1.61588 -0.034 -0.087 0.011 -1.763
O -2.91535 0.38545 2.48054 0.003 0.019 -0.023 -0.687
H -3.08730 4.42991 3.54771 -0.004 -0.004 0.003 0.561
H -3.79851 4.41071 1.93620 0.002 -0.002 -0.003 0.368
H -2.47234 3.30684 2.33293 -0.004 0.007 0.000 -0.020
H -5.29532 3.21468 3.55195 -0.002 0.006 -0.001 0.450
H -3.96271 2.13408 3.99048 0.001 0.004 0.005 0.459
H -6.65938 1.26471 2.99606 -0.002 -0.007 -0.002 0.463
H -5.30060 0.23640 3.47618 0.005 0.004 -0.002 0.407
H -6.71828 0.11964 0.75059 0.002 -0.001 0.005 0.302
H -6.90033 -1.05042 2.05468 -0.003 0.005 0.002 0.479
H -5.34984 -0.88993 1.23292 -0.003 0.002 0.006 0.009
H -5.44842 2.85486 -1.04260 0.011 -0.011 -0.023 0.322
```
Positions in Å, forces in eV/Å.